Here is 11 unconnected molecules or ions with the total composition C47H80F3N14O6S at a distorted geometry from the Open Molecules 2025 dataset. Energies are from ωB97M-V with the def2-TZVPD basis set.

- strongest force on any atom (hartree/bohr) = 0.1622
- net charge = +1
- spin multiplicity = 1
- HOMO level (eV) = -8.7
- lowest unoccupied orbital energy (eV) = -2.029

Last columns: bonded neighbours and bond lengths (Å).
Element x y z (Å)
1 C -1.960 4.032 1.016  C2 1.520, H39 1.086, H40 1.085, H41 1.085
2 C -1.725 2.988 -0.063  C1 1.520, C3 1.518, H42 1.088, H43 1.093
3 C -0.701 3.416 -1.098  C2 1.518, C4 1.524, H44 1.085, H45 1.088
4 C -0.318 2.272 -2.030  C3 1.524, O5 1.430, H46 1.089, H47 1.090
5 O 0.687 1.437 -1.450  C4 1.430, C6 1.413
6 C 0.593 0.127 -1.972  O5 1.413, C7 1.517, C35 1.523, H48 1.091
7 C -0.299 -0.789 -1.156  C6 1.517, C8 1.528, H49 1.090, H50 1.082
8 C 0.405 -1.334 0.086  C7 1.528, C9 1.548, C18 1.522, H51 1.083
9 C -0.391 -2.554 0.610  C8 1.548, C10 1.526, H52 1.095, H53 1.086
10 C -1.570 -2.136 1.483  C9 1.526, C11 1.542, H54 1.086, H55 1.085
11 C -2.848 -1.921 0.647  C10 1.542, C12 1.518, H56 1.086, H57 1.084
12 C -4.098 -2.321 1.410  C11 1.518, N13 1.473, H58 1.093, H59 1.089
13 N -5.314 -2.378 0.581  C12 1.473, C14 1.475, C15 1.436
14 C -6.537 -2.069 1.347  N13 1.475, H60 1.086, H61 1.084, H62 1.086
15 C -5.215 -1.578 -0.606  N13 1.436, C16 1.515, O17 1.207
16 C -5.243 -0.063 -0.604  C15 1.515, H63 1.087, H64 1.081, H65 1.084
17 O -5.085 -2.135 -1.668  C15 1.207
18 C 1.836 -1.811 -0.118  C8 1.522, N19 1.519, H66 1.084, H67 1.081
19 N 2.682 -1.123 -1.175  C18 1.519, C20 1.524, C28 1.527, C35 1.494
20 C 3.540 -0.109 -0.426  N19 1.524, C21 1.514, H68 1.084, H69 1.084
21 C 2.812 0.906 0.430  C20 1.514, C22 1.541, H70 1.078, H71 1.077
22 C 3.814 1.402 1.491  C21 1.541, C23 1.529, H72 1.086, H73 1.083
23 C 4.179 2.875 1.309  C22 1.529, S24 1.787, H74 1.088, H75 1.081
24 S 5.838 3.076 0.675  C23 1.787, O25 1.430, O26 1.429, O27 1.587
25 O 6.606 3.693 1.711  S24 1.430
26 O 6.410 1.863 0.182  S24 1.429
27 O 5.875 4.085 -0.550  S24 1.587, H76 0.968
28 C 3.731 -2.152 -1.589  N19 1.527, C29 1.512, H77 1.082, H78 1.083
29 C 3.477 -3.086 -2.751  C28 1.512, O30 1.404, C31 1.526, H79 1.091
30 O 3.436 -2.450 -4.001  C29 1.404, H80 0.960
31 C 2.359 -4.118 -2.644  C29 1.526, F32 1.348, F33 1.334, F34 1.334
32 F 2.589 -4.948 -1.606  C31 1.348
33 F 2.388 -4.874 -3.742  C31 1.334
34 F 1.128 -3.624 -2.500  C31 1.334
35 C 1.912 -0.551 -2.320  C6 1.523, N19 1.494, C36 1.535, H81 1.083
36 C 2.755 0.398 -3.184  C35 1.535, C37 1.504, H82 1.086, H83 1.088
37 C 2.208 0.566 -4.574  C36 1.504, N38 1.263, H84 1.086
38 N 2.680 -0.021 -5.588  C37 1.263, H85 1.020
39 H -2.638 3.613 1.754  C1 1.086
40 H -2.451 4.910 0.611  C1 1.085
41 H -1.053 4.314 1.541  C1 1.085
42 H -2.671 2.707 -0.522  C2 1.088
43 H -1.336 2.087 0.419  C2 1.093
44 H -1.022 4.262 -1.696  C3 1.085
45 H 0.195 3.709 -0.556  C3 1.088
46 H -1.228 1.702 -2.214  C4 1.089
47 H 0.099 2.700 -2.942  C4 1.090
48 H 0.103 0.221 -2.942  C6 1.091
49 H -0.550 -1.634 -1.796  C7 1.090
50 H -1.234 -0.295 -0.926  C7 1.082
51 H 0.287 -0.610 0.883  C8 1.083
52 H 0.296 -3.098 1.266  C9 1.095
53 H -0.685 -3.202 -0.209  C9 1.086
54 H -1.329 -1.241 2.049  C10 1.086
55 H -1.779 -2.902 2.223  C10 1.085
56 H -2.755 -2.518 -0.255  C11 1.086
57 H -2.909 -0.863 0.418  C11 1.084
58 H -4.202 -1.649 2.265  C12 1.093
59 H -3.937 -3.315 1.824  C12 1.089
60 H -6.322 -1.909 2.399  C14 1.086
61 H -7.216 -2.908 1.252  C14 1.084
62 H -7.040 -1.177 0.985  C14 1.086
63 H -4.653 0.377 0.195  C16 1.087
64 H -4.802 0.247 -1.540  C16 1.081
65 H -6.251 0.321 -0.498  C16 1.084
66 H 2.343 -1.723 0.837  C18 1.084
67 H 1.792 -2.875 -0.299  C18 1.081
68 H 4.156 -0.715 0.228  C20 1.084
69 H 4.246 0.386 -1.083  C20 1.084
70 H 2.595 1.768 -0.178  C21 1.078
71 H 1.952 0.559 0.977  C21 1.077
72 H 4.739 0.833 1.483  C22 1.086
73 H 3.394 1.306 2.485  C22 1.083
74 H 3.495 3.419 0.661  C23 1.088
75 H 4.153 3.387 2.261  C23 1.081
76 H 5.245 4.809 -0.421  O27 0.968
77 H 4.669 -1.647 -1.782  C28 1.082
78 H 3.929 -2.759 -0.714  C28 1.083
79 H 4.371 -3.709 -2.790  C29 1.091
80 H 3.931 -2.969 -4.639  O30 0.960
81 H 1.591 -1.314 -3.018  C35 1.083
82 H 2.882 1.347 -2.672  C36 1.086
83 H 3.758 -0.014 -3.278  C36 1.088
84 H 1.387 1.261 -4.723  C37 1.086
85 H 3.462 -0.585 -5.254  N38 1.020
86 C 3.285 7.203 1.238  C87 1.457, H89 1.088, H90 1.088, H91 1.086
87 C 2.282 6.602 0.370  C86 1.457, N88 1.149
88 N 1.491 6.127 -0.315  C87 1.149
89 H 2.846 7.456 2.202  C86 1.088
90 H 4.111 6.515 1.402  C86 1.088
91 H 3.669 8.106 0.771  C86 1.086
92 C 2.005 -2.409 4.036  C93 1.455, H95 1.089, H96 1.088, H97 1.089
93 C 1.844 -1.041 3.567  C92 1.455, N94 1.148
94 N 1.715 0.047 3.227  C93 1.148
95 H 3.020 -2.750 3.837  C92 1.089
96 H 1.819 -2.451 5.107  C92 1.088
97 H 1.294 -3.061 3.531  C92 1.089
98 C 0.481 3.991 4.699  C99 1.455, H101 1.088, H102 1.087, H103 1.089
99 C -0.947 3.723 4.636  C98 1.455, N100 1.146
100 N -2.078 3.540 4.586  C99 1.146
101 H 0.787 4.130 5.734  C98 1.088
102 H 1.032 3.155 4.275  C98 1.087
103 H 0.708 4.895 4.137  C98 1.089
104 C 7.601 1.723 4.489  C105 1.450, H107 1.090, H108 1.088, H109 1.088
105 C 6.200 1.478 4.768  C104 1.450, N106 1.148
106 N 5.084 1.291 4.964  C105 1.148
107 H 7.692 2.346 3.599  C104 1.090
108 H 8.062 2.229 5.334  C104 1.088
109 H 8.112 0.778 4.317  C104 1.088
110 C -8.917 1.337 2.621  C111 1.457, H113 1.091, H114 1.088, H115 1.088
111 C -7.490 1.624 2.675  C110 1.457, N112 1.147
112 N -6.361 1.820 2.711  C111 1.147
113 H -9.105 0.499 1.948  C110 1.091
114 H -9.278 1.084 3.616  C110 1.088
115 H -9.454 2.211 2.258  C110 1.088
116 C -9.221 -3.180 -1.692  C117 1.457, H119 1.093, H120 1.091, H121 1.098
117 C -9.710 -2.227 -0.704  C116 1.457, N118 1.185
118 N -10.158 -1.454 0.074  C117 1.185, N148 1.752
119 H -8.305 -2.838 -2.180  C116 1.093
120 H -8.996 -4.111 -1.170  C116 1.091
121 H -9.966 -3.402 -2.468  C116 1.098
122 C 6.332 0.403 -7.352  C123 1.453, H125 1.088, H126 1.088, H127 1.088
123 C 6.117 -0.072 -5.995  C122 1.453, N124 1.147
124 N 5.949 -0.444 -4.923  C123 1.147
125 H 7.035 1.233 -7.342  C122 1.088
126 H 6.734 -0.401 -7.964  C122 1.088
127 H 5.386 0.738 -7.775  C122 1.088
128 C 3.594 -8.334 -0.534  C129 1.455, H131 1.088, H132 1.088, H133 1.088
129 C 3.968 -8.110 0.854  C128 1.455, N130 1.146
130 N 4.254 -7.929 1.949  C129 1.146
131 H 4.482 -8.349 -1.162  C128 1.088
132 H 3.075 -9.285 -0.628  C128 1.088
133 H 2.935 -7.534 -0.867  C128 1.088
134 C 3.796 8.467 -3.029  C135 1.456, H137 1.089, H138 1.088, H139 1.088
135 C 4.572 8.667 -1.814  C134 1.456, N136 1.148
136 N 5.183 8.825 -0.855  C135 1.148
137 H 2.961 7.799 -2.827  C134 1.089
138 H 3.412 9.422 -3.381  C134 1.088
139 H 4.427 8.030 -3.800  C134 1.088
140 C 0.337 -6.568 2.143  C141 1.454, H143 1.089, H144 1.088, H145 1.089
141 C -0.196 -5.559 3.045  C140 1.454, N142 1.147
142 N -0.616 -4.768 3.761  C141 1.147
143 H 1.251 -6.205 1.676  C140 1.089
144 H 0.562 -7.478 2.696  C140 1.088
145 H -0.397 -6.792 1.371  C140 1.089
146 C -14.481 -1.757 0.543  C147 1.455, H149 1.088, H150 1.088, H151 1.088
147 C -13.040 -1.638 0.374  C146 1.455, N148 1.153
148 N -11.896 -1.594 0.239  N118 1.752, C147 1.153
149 H -14.860 -2.582 -0.056  C146 1.088
150 H -14.710 -1.940 1.591  C146 1.088
151 H -14.962 -0.834 0.227  C146 1.088